Below is C2H14Ni2O13 as an isolated structure, with properties calculated with the ωB97M-V functional and the def2-TZVPD basis.

Last column: Löwdin charge in e.
Element x y z (Å)
Ni: -11.46796 19.19593 -2.91408  0.917
Ni: -11.13396 17.29345 -6.03366  0.948
C: -10.64134 19.67471 -5.25428  -0.693
O: -11.06733 19.29683 -6.41273  -0.090
O: -11.13784 20.60412 -4.53376  -0.045
O: -10.43232 18.61325 -4.51581  -0.171
C: -13.64314 17.76706 -4.51379  -0.809
O: -13.05474 16.95874 -5.41585  -0.139
O: -14.85418 17.87759 -4.59021  0.056
O: -12.92315 18.19169 -3.50479  -0.134
O: -7.34322 17.71983 -3.51696  -0.054
H: -6.92546 16.85340 -3.49982  0.039
H: -8.06637 17.63597 -4.14806  -0.011
O: -9.68789 19.83295 -2.05633  -0.014
H: -9.29035 19.84188 -1.17945  0.098
H: -9.07041 20.30626 -2.62751  0.095
O: -13.67094 20.22478 -7.15855  -0.048
H: -12.79464 19.91791 -6.88597  -0.013
H: -14.19964 20.21684 -6.35392  0.026
O: -9.84952 20.12369 -8.84949  -0.065
H: -9.25243 20.85170 -8.65277  0.032
H: -10.19330 19.84270 -7.98746  -0.022
O: -13.17519 22.59352 -4.38198  -0.057
H: -12.75141 21.73740 -4.53292  -0.015
H: -14.11210 22.39517 -4.29149  0.039
O: -10.04467 23.34089 -5.35785  -0.066
H: -10.35123 22.44026 -5.20704  -0.019
H: -10.85402 23.86252 -5.37183  0.033
O: -9.04254 16.99661 -6.37927  -0.019
H: -8.35549 17.62232 -6.64350  0.102
H: -8.70844 16.12746 -6.63443  0.096

ΔE to the lowest compared entry with this formula, charge and spin (kcal per mole): 0.0
DFT total energy (hartree): -4079.336779
Gap between HOMO and LUMO (alpha / beta) (eV): 7.4 / 6.8
HOMO (alpha / beta) (eV): -8.78 / -8.73
Lowest unoccupied orbital energy (alpha / beta) (eV): -1.36 / -1.94
Multiplicity: 5